Computed, not measured: C36H54BN9OPtS3Si2 as an isolated structure, with ωB97M-V/def2-TZVPD.

The geometry in XYZ format:
```
107
Properties=species:S:1:pos:R:3
Pt -0.47 -0.39 -0.10
C -2.07 3.98 -0.62
C -0.95 4.16 -1.63
C -0.76 5.66 -1.88
C -1.28 3.41 -2.91
N 0.36 3.61 -1.13
C 1.54 4.01 -1.74
C 2.54 3.34 -1.15
N 2.00 2.51 -0.20
B 2.95 1.58 0.59
N 3.42 0.34 -0.19
C 4.61 -0.26 0.18
C 4.80 -1.34 -0.60
N 3.72 -1.41 -1.47
C 2.88 -0.37 -1.21
S 1.39 0.01 -1.97
C 3.56 -2.47 -2.51
C 4.77 -3.40 -2.47
C 3.49 -1.82 -3.89
C 2.31 -3.29 -2.20
N 2.46 1.19 2.01
C 2.88 1.93 3.09
C 2.58 1.24 4.21
N 1.95 0.07 3.82
C 1.85 0.08 2.47
S 1.11 -1.16 1.49
C 1.71 -1.09 4.75
C 0.26 -1.54 4.72
C 2.06 -0.66 6.18
C 2.65 -2.22 4.32
C 0.66 2.65 -0.22
S -0.40 1.73 0.82
H -2.95 4.48 -1.03
H -1.84 4.43 0.34
H -2.32 2.94 -0.47
H -1.73 6.10 -2.06
H -0.14 5.86 -2.75
H -0.32 6.15 -1.01
H -2.21 3.80 -3.33
H -1.42 2.35 -2.68
H -0.50 3.51 -3.66
H 1.56 4.75 -2.51
H 3.60 3.38 -1.32
H 3.95 2.24 0.78
H 5.21 0.13 0.98
H 5.60 -2.05 -0.60
H 5.70 -2.87 -2.69
H 4.63 -4.16 -3.24
H 4.86 -3.91 -1.51
H 4.40 -1.25 -4.09
H 2.63 -1.16 -3.98
H 3.41 -2.60 -4.65
H 2.38 -3.73 -1.20
H 2.22 -4.09 -2.93
H 1.42 -2.67 -2.23
H 3.40 2.86 2.97
H 2.78 1.47 5.24
H -0.41 -0.70 4.92
H 0.12 -2.30 5.49
H 0.01 -1.98 3.76
H 1.44 0.17 6.51
H 3.11 -0.40 6.29
H 1.86 -1.51 6.83
H 2.46 -2.54 3.30
H 2.49 -3.09 4.96
H 3.69 -1.90 4.41
C -2.32 -1.09 2.67
Si -2.64 -0.62 0.90
C -3.65 -1.97 0.11
C -3.72 0.92 0.92
C -4.05 1.51 2.14
C -4.97 2.56 2.20
C -5.58 3.01 1.05
C -5.27 2.43 -0.17
C -4.35 1.40 -0.23
H -3.26 -1.31 3.18
H -1.82 -0.28 3.21
H -1.70 -1.98 2.71
H -4.27 -2.41 0.90
H -3.08 -2.78 -0.35
H -4.32 -1.56 -0.65
H -3.59 1.17 3.05
H -5.21 3.00 3.16
H -6.31 3.82 1.10
H -5.75 2.78 -1.08
H -4.10 0.96 -1.19
N -0.44 -2.43 -0.43
C -0.58 -3.38 0.24
C -0.74 -4.48 1.03
C -1.91 -5.29 0.90
N -2.85 -5.93 0.79
C 0.26 -4.78 2.00
N 1.08 -5.00 2.77
C -1.29 0.39 -4.41
Si -2.16 -0.55 -3.04
C -1.77 -2.36 -3.28
C -3.99 -0.32 -3.40
O -1.79 0.09 -1.55
H -1.33 -0.21 -5.33
H -0.25 0.59 -4.18
H -1.78 1.35 -4.62
H -2.22 -2.69 -4.21
H -2.14 -2.99 -2.48
H -0.69 -2.52 -3.35
H -4.16 -0.62 -4.44
H -4.32 0.71 -3.31
H -4.64 -0.94 -2.77
```

Results
net charge: 0
calculated total energy: -105858.8008 eV
max |F|: 0.566 eV/Å
HOMO: -7.677 eV

Results of the Mulliken charge analysis, in e, for atoms 1 through 99: 0.86, -1.75, 1.56, -1.88, -1.40, 0.50, -0.42, -1.35, 0.00, 0.95, 0.32, -1.42, -0.21, 0.66, -0.69, 0.10, 1.38, -2.30, -1.56, -0.83, 0.61, -1.13, -0.75, 0.46, -0.91, 0.16, 1.54, -1.10, -2.35, -1.50, -0.18, -0.45, 0.64, 0.43, -0.12, 0.44, 0.49, 0.39, 0.53, -0.13, 0.45, 0.54, 0.64, -0.26, 0.64, 0.55, 0.51, 0.45, 0.50, 0.39, 0.19, 0.48, 0.34, 0.56, -0.37, 0.66, 0.57, 0.37, 0.54, -0.13, 0.46, 0.51, 0.47, 0.23, 0.48, 0.37, -1.30, 1.61, -1.10, 1.31, -0.85, -0.70, -0.59, -0.57, -0.68, 0.73, 0.06, 0.23, 0.49, 0.01, 0.32, 0.32, 0.42, 0.37, 0.47, -0.05, 0.22, 0.63, -0.01, -0.07, -0.58, 0.12, -0.62, -1.36, 1.08, -0.99, -1.39, -0.42, 0.46


Computed, not measured: a 7-piece molecular cluster, C36H54BNO15 overall in a non-equilibrium geometry, with ωB97M-V/def2-TZVPD.

The geometry in XYZ format:
```
107
Properties=species:S:1:pos:R:3
C -7.18 -2.10 -5.85
B -6.16 -3.27 -6.15
O -6.39 -4.18 -7.17
C -4.84 -3.34 -5.26
C -3.69 -3.29 -5.88
C -2.40 -3.35 -5.15
O -1.34 -3.29 -5.68
C -2.48 -3.46 -3.67
C -3.62 -3.48 -3.02
C -3.61 -3.53 -1.53
C -3.83 -2.13 -0.94
C -2.84 -1.05 -1.44
C -3.53 0.13 -2.18
C -3.14 0.23 -3.66
N -3.62 1.54 -4.15
C -4.91 -3.44 -3.77
O -5.95 -3.45 -3.20
H -8.13 -2.48 -5.49
H -6.74 -1.42 -5.12
H -7.33 -1.56 -6.79
H -5.99 -3.86 -7.99
H -3.65 -3.19 -6.96
H -1.56 -3.51 -3.13
H -2.71 -4.00 -1.13
H -4.44 -4.16 -1.18
H -4.85 -1.79 -1.13
H -3.71 -2.22 0.14
H -2.35 -0.63 -0.56
H -2.05 -1.44 -2.07
H -4.61 0.09 -2.08
H -3.19 1.05 -1.72
H -2.05 0.19 -3.76
H -3.61 -0.54 -4.27
H -3.82 1.49 -5.15
H -2.91 2.25 -4.03
O -1.64 2.83 -2.64
C -1.77 3.49 -1.65
C -0.73 3.72 -0.57
C -1.57 4.27 0.57
C -2.71 4.96 -0.17
O -2.90 4.18 -1.37
H 0.00 4.45 -0.93
H -0.24 2.79 -0.30
H -1.03 4.94 1.24
H -1.96 3.45 1.17
H -2.46 5.98 -0.46
H -3.64 4.97 0.40
O 0.31 2.07 2.12
C 0.18 2.72 3.12
C 1.22 2.95 4.19
C 0.39 3.50 5.34
C -0.76 4.18 4.61
O -0.95 3.41 3.41
H 1.94 3.70 3.83
H 1.72 2.02 4.45
H 0.93 4.17 6.01
H 0.00 2.67 5.94
H -0.51 5.21 4.33
H -1.68 4.19 5.19
O -4.55 -6.53 0.89
C -3.42 -6.79 0.60
C -2.95 -7.99 -0.20
C -1.45 -8.01 0.08
C -1.16 -6.54 0.33
O -2.36 -6.00 0.91
H -3.17 -7.82 -1.26
H -3.45 -8.90 0.14
H -0.86 -8.44 -0.71
H -1.26 -8.58 0.99
H -0.95 -6.00 -0.60
H -0.32 -6.39 1.01
O 2.90 5.29 4.00
C 3.95 5.47 4.56
C 5.33 5.33 3.96
C 6.21 5.29 5.21
C 5.41 6.11 6.19
O 4.03 5.88 5.84
H 5.54 6.20 3.34
H 5.40 4.42 3.37
H 7.21 5.67 5.05
H 6.29 4.26 5.56
H 5.62 7.18 6.11
H 5.58 5.80 7.22
O 7.91 7.68 5.74
C 7.87 8.46 4.82
C 8.61 9.77 4.71
C 7.88 10.47 3.57
C 7.39 9.29 2.74
O 7.15 8.23 3.70
H 9.66 9.57 4.47
H 8.55 10.33 5.64
H 8.49 11.16 3.00
H 7.02 11.02 3.97
H 8.14 8.94 2.03
H 6.47 9.50 2.21
O 2.14 -10.10 0.43
C 2.15 -9.88 -0.75
C 2.97 -10.59 -1.80
C 2.87 -9.64 -2.99
C 1.52 -8.98 -2.76
O 1.36 -8.94 -1.33
H 2.52 -11.56 -2.01
H 4.00 -10.72 -1.47
H 2.95 -10.13 -3.96
H 3.66 -8.89 -2.93
H 0.70 -9.57 -3.18
H 1.47 -7.97 -3.16
```

Results
net charge: 0
calculated total energy: -71088.3092 eV
max |F|: 2.395 eV/Å
HOMO: -8.131 eV
SMILES: CB(O)C1=CC(=O)C=C(CCCCCN)C1=O.O=C1CCCO1.O=C1CCCO1.O=C1CCCO1.O=C1CCCO1.O=C1CCCO1.O=C1CCCO1

Results of the Mulliken charge analysis, in e, for atoms 1 through 99: -0.87, 0.28, -0.55, 0.64, -0.68, -0.31, -0.58, 0.01, 0.60, -0.96, -1.25, -0.70, -0.12, 0.14, -0.71, 0.71, -0.61, 0.30, 0.27, 0.31, 0.31, 0.27, 0.48, 0.08, 0.40, 0.51, 0.43, 0.46, 0.42, 0.38, -0.37, 0.30, -0.06, 0.21, 0.28, -0.65, 0.58, -0.48, -0.23, -0.55, -0.38, 0.32, 0.27, 0.31, 0.15, 0.27, 0.33, -0.61, 0.42, -0.02, -0.52, -0.46, -0.29, -0.03, 0.42, 0.27, 0.32, 0.24, 0.32, -0.59, 0.60, -0.56, 0.00, -0.36, -0.38, 0.26, 0.34, -0.04, 0.28, 0.16, 0.38, -0.70, 0.51, -0.21, -0.53, -0.32, -0.37, 0.10, 0.30, 0.29, 0.38, 0.19, 0.31, -0.55, 0.50, -0.54, -0.51, -0.47, -0.23, 0.28, 0.31, 0.33, 0.28, 0.28, 0.32, -0.57, 0.44, -0.38, -0.54


Computed, not measured: a 11-piece molecular cluster, C36H54Br8N6O overall in a non-equilibrium geometry, with ωB97M-V/def2-TZVPD.

The geometry in XYZ format:
```
105
Properties=species:S:1:pos:R:3
C 1.78 -0.95 -4.45
C 2.83 -1.98 -4.28
C 3.33 -1.69 -2.77
O 2.18 -1.05 -2.17
C 1.14 -1.04 -3.17
H 1.15 -1.22 -5.30
H 2.26 0.01 -4.66
H 3.68 -1.85 -4.94
H 2.44 -2.98 -4.45
H 4.16 -1.00 -2.76
H 3.45 -2.65 -2.25
H 0.46 -0.20 -3.05
H 0.42 -1.86 -3.10
Br -0.09 -0.63 7.30
C -1.16 -0.94 5.59
C -2.09 0.34 5.31
Br -3.49 0.52 6.68
H -1.81 -1.81 5.72
H -0.36 -1.22 4.91
H -2.52 0.39 4.30
H -1.54 1.28 5.27
Br 5.40 3.80 5.90
C 3.82 3.01 4.95
C 4.33 2.11 3.83
Br 2.72 1.06 3.23
H 3.14 3.69 4.44
H 3.24 2.51 5.73
H 5.17 1.45 4.06
H 4.71 2.70 2.99
Br -4.20 -2.23 3.87
C -5.70 -0.96 4.09
C -5.64 0.33 3.22
Br -6.93 1.79 3.57
H -5.74 -0.68 5.15
H -6.63 -1.49 3.91
H -5.83 0.13 2.17
H -4.62 0.72 3.31
Br 0.31 -3.69 2.85
C 2.13 -3.08 2.51
C 2.31 -2.30 1.25
Br 4.25 -2.17 0.76
H 2.62 -4.05 2.42
H 2.57 -2.58 3.37
H 1.76 -1.37 1.14
H 1.87 -2.80 0.39
N -2.04 -0.55 -0.37
C -0.78 -0.05 -0.33
C -0.37 -0.12 1.02
C -1.42 -0.65 1.71
C -2.49 -0.84 0.85
H -2.58 -0.83 -1.18
H -0.29 0.43 -1.16
H 0.62 0.14 1.36
H -1.36 -0.86 2.76
H -3.52 -1.14 0.91
N -3.03 -2.74 -3.11
C -2.18 -1.96 -3.76
C -2.55 -0.65 -3.65
C -3.74 -0.60 -2.90
C -3.94 -1.92 -2.45
H -2.95 -3.72 -2.91
H -1.45 -2.36 -4.44
H -2.06 0.26 -3.96
H -4.37 0.26 -2.75
H -4.69 -2.33 -1.80
N -0.91 3.10 1.19
C -0.87 4.16 0.37
C 0.13 5.05 0.78
C 0.42 4.66 2.05
C -0.12 3.38 2.31
H -1.39 2.24 0.95
H -1.45 4.31 -0.53
H 0.45 5.98 0.35
H 1.01 5.34 2.66
H -0.07 2.61 3.07
N -1.48 -4.11 -0.69
C -1.47 -5.46 -1.01
C -0.35 -5.81 -1.75
C 0.22 -4.49 -2.02
C -0.42 -3.47 -1.32
H -2.11 -3.75 0.01
H -2.19 -6.14 -0.57
H 0.09 -6.75 -2.02
H 1.13 -4.33 -2.58
H -0.13 -2.45 -1.14
N -1.43 2.87 -4.75
C -1.29 2.85 -3.40
C 0.06 2.55 -3.18
C 0.77 2.55 -4.42
C -0.25 2.73 -5.39
H -2.32 2.86 -5.23
H -2.06 2.89 -2.64
H 0.58 2.32 -2.26
H 1.75 2.14 -4.55
H -0.31 2.69 -6.46
N 3.25 1.77 -0.05
C 4.53 1.60 -0.59
C 4.81 2.67 -1.39
C 3.68 3.39 -1.44
C 2.69 2.83 -0.64
H 2.84 1.16 0.64
H 5.11 0.69 -0.47
H 5.68 2.72 -2.02
H 3.64 4.29 -2.04
H 1.69 3.22 -0.51
```

Results
net charge: +1
calculated total energy: -609524.4999 eV
max |F|: 3.656 eV/Å
2S+1: 2
HOMO (alpha / beta): -10.356 / -10.356 eV

Results of the Mulliken charge analysis, in e, for atoms 1 through 99: -0.09, -1.02, -0.53, 0.51, 1.66, 0.31, 0.00, 0.48, 0.22, 0.28, 0.28, -1.04, -0.93, -0.17, -0.46, 0.01, -0.09, 0.41, 0.16, -0.35, 0.50, -0.14, -0.62, -0.73, -0.02, 0.32, 0.39, 0.50, 0.40, -0.14, -0.52, -0.37, -0.12, 0.32, 0.45, 0.34, 0.03, -0.16, -0.63, 0.63, -0.20, 0.43, 0.43, -0.46, 0.09, 0.52, -0.42, -0.06, -0.91, -1.74, 0.39, 0.17, 0.45, 0.83, 0.35, 0.11, -1.05, 0.46, -0.60, -0.85, 0.30, 0.52, 0.32, 0.43, 0.46, 0.23, -0.70, -0.58, -0.69, -0.35, 0.21, 0.43, 0.51, 0.44, 0.50, 0.37, -0.66, -0.83, -0.29, -0.36, 0.15, 0.45, 0.47, 0.39, 0.29, 0.11, -1.28, 1.31, -1.01, -0.72, 0.26, 0.41, 0.00, 0.53, 0.40, 0.74, -0.34, -0.47, -0.66


Computed, not measured: a 10-piece molecular cluster, C36H54ClO31 overall in a non-equilibrium geometry, with ωB97M-V/def2-TZVPD.

The geometry in XYZ format:
```
122
Properties=species:S:1:pos:R:3
Cl -0.07 0.09 -0.57
O -0.18 0.33 0.79
O 0.17 1.36 -1.24
O 1.04 -0.71 -0.69
O -1.20 -0.64 -1.22
C -3.39 -4.13 1.09
C -4.08 -2.83 0.61
C -5.54 -3.01 0.08
O -6.24 -2.14 0.91
C -5.44 -1.60 1.85
O -5.82 -0.76 2.60
O -4.20 -2.03 1.73
H -3.86 -5.01 0.66
H -3.00 -4.17 2.10
H -2.36 -4.19 0.74
H -3.54 -2.16 -0.06
H -5.93 -4.01 0.26
H -5.58 -2.73 -0.97
C 2.92 0.57 -4.04
C 3.03 2.02 -3.60
C 3.91 2.99 -4.40
O 2.99 4.06 -4.60
C 1.69 3.80 -4.29
O 0.65 4.47 -4.62
O 1.74 2.54 -3.61
H 2.30 0.55 -4.94
H 2.54 0.03 -3.17
H 3.89 0.14 -4.29
H 3.33 2.05 -2.56
H 4.40 2.57 -5.28
H 4.71 3.24 -3.71
C 2.76 2.85 0.71
C 1.99 3.87 -0.17
C 0.80 4.49 0.43
O 1.03 5.89 0.19
C 2.34 6.09 -0.09
O 2.98 7.12 -0.05
O 2.89 4.90 -0.48
H 3.77 2.71 0.31
H 2.13 1.97 0.86
H 3.06 3.33 1.64
H 1.73 3.41 -1.13
H 0.92 4.21 1.48
H -0.21 4.15 0.22
C 3.47 -1.63 2.83
C 4.26 -2.58 1.88
C 3.52 -3.13 0.67
O 4.23 -2.78 -0.45
C 5.14 -1.79 -0.10
O 5.88 -1.17 -0.79
O 5.22 -1.74 1.24
H 2.81 -0.88 2.40
H 4.07 -1.10 3.57
H 2.81 -2.30 3.39
H 4.71 -3.47 2.32
H 2.48 -2.82 0.58
H 3.47 -4.21 0.80
C -0.29 -4.28 3.70
C -0.23 -2.98 4.53
C -0.87 -1.68 4.01
O -1.79 -1.44 5.05
C -1.60 -2.12 6.12
O -2.26 -2.04 7.13
O -0.73 -3.07 5.85
H -1.17 -4.85 4.01
H 0.47 -5.02 3.94
H -0.25 -4.01 2.65
H 0.84 -2.78 4.63
H -1.23 -1.83 2.99
H -0.11 -0.91 3.91
C -0.05 -5.33 -0.85
C 0.18 -4.21 -1.91
C 1.35 -4.50 -2.81
O 0.89 -4.76 -4.12
C -0.43 -4.70 -4.12
O -1.17 -4.94 -5.11
O -0.83 -4.29 -2.92
H 0.05 -6.34 -1.24
H -1.00 -5.13 -0.35
H 0.76 -5.35 -0.13
H 0.16 -3.19 -1.53
H 1.94 -5.31 -2.38
H 2.03 -3.66 -2.94
C -3.23 2.38 1.41
C -3.25 2.53 -0.08
C -4.26 1.59 -0.80
O -4.83 2.45 -1.76
C -4.62 3.65 -1.37
O -5.05 4.58 -1.99
O -3.75 3.77 -0.35
H -2.41 2.99 1.79
H -2.91 1.34 1.47
H -4.20 2.46 1.90
H -2.25 2.49 -0.53
H -4.80 1.16 0.04
H -3.52 0.93 -1.24
C 1.48 2.02 3.93
C 0.97 3.38 4.65
C 1.55 3.69 6.03
O 2.16 5.02 5.73
C 2.19 5.33 4.45
O 2.47 6.42 3.90
O 1.51 4.42 3.76
H 1.32 1.03 4.34
H 2.55 1.98 3.74
H 1.14 1.97 2.89
H -0.11 3.48 4.56
H 2.31 2.98 6.35
H 0.81 3.73 6.83
C -1.41 -1.23 -4.93
C -2.16 0.13 -4.79
C -1.28 1.25 -4.30
O -1.59 2.23 -5.32
C -2.49 1.85 -6.27
O -2.70 2.42 -7.36
O -2.71 0.52 -6.04
H -0.98 -1.65 -4.02
H -0.68 -1.10 -5.72
H -2.18 -1.98 -5.11
H -2.99 -0.16 -4.14
H -0.24 0.95 -4.27
H -1.67 1.58 -3.34
```

Results
net charge: -1
calculated total energy: -114194.5798 eV
max |F|: 7.416 eV/Å
HOMO: -8.337 eV

Results of the Mulliken charge analysis, in e, for atoms 1 through 99: 0.22, -0.25, -0.28, -0.44, -0.35, -0.63, 0.84, -0.39, -0.37, 0.49, -0.55, -0.26, 0.48, 0.31, -0.45, -0.04, 0.33, 0.34, -1.46, 1.07, -0.49, -0.38, 0.53, -0.57, 0.03, 0.37, 0.12, 0.47, -0.18, 0.29, 0.34, -1.15, 1.69, 1.24, -0.41, 0.56, -0.60, -0.52, 0.45, -0.13, 0.37, -0.92, -0.58, -0.02, -0.89, 0.43, 0.08, -0.31, 0.58, -0.55, -0.40, 0.08, 0.41, 0.18, 0.31, -0.09, 0.25, -1.33, 0.76, 1.14, -0.36, 0.59, -0.62, -0.41, 0.39, 0.38, 0.19, -0.07, -0.03, -0.61, -1.32, 1.40, -0.37, -0.36, 0.63, -0.64, -0.37, 0.44, 0.04, 0.30, -0.36, 0.29, 0.30, -1.57, 1.61, -0.06, -0.36, 0.43, -0.60, -0.46, 0.26, 0.31, 0.39, -0.49, 0.23, 0.25, -1.04, 0.09, -0.39